# 1
Below is C45H43As2N6O7SeTi as an isolated structure, with properties calculated with ωB97M-V/def2-TZVPD.

## Properties
- HOMO level: -10.22 eV
- HOMO-LUMO gap: 6.810 eV
- E_LUMO: -0.1253 Ha
- E_tot: -10317.891758 Eh
- Relative energy (zero: lowest compared OMol25 entry of this formula, charge and spin): 0.0 kJ/mol
- Net charge: +1

```
105
Properties=species:S:1:pos:R:3:mulliken_charge:R:1
Ti 1.11246 -0.87485 0.64354 -0.12
C -1.26448 -1.45507 -2.35746 -1.07
C -1.70313 -2.58219 -1.41805 -0.68
As -1.05982 -2.44733 0.42524 1.17
C -0.43279 -4.25293 0.76056 1.08
C -0.62344 -4.85153 2.00064 -0.52
C -0.08693 -6.10682 2.25416 -0.83
C 0.64160 -6.76515 1.27470 -0.52
C 0.83855 -6.16547 0.03825 -0.90
C 0.30869 -4.90951 -0.21614 -0.25
C -2.54362 -2.27812 1.63170 0.47
C -2.27594 -1.82323 2.91822 -0.17
C -3.29855 -1.74499 3.85402 -0.73
C -4.58780 -2.11008 3.49905 -0.77
C -4.85586 -2.56355 2.21341 -0.66
C -3.83494 -2.65494 1.28017 -0.78
As -2.38029 0.16279 -2.49191 0.02
C -4.11127 -0.63740 -2.89003 0.42
C -5.24459 0.16996 -2.78118 -0.49
C -6.49436 -0.30938 -3.14200 -0.66
C -6.62705 -1.59799 -3.64097 -0.52
C -5.50379 -2.39571 -3.78911 -0.73
C -4.25258 -1.91688 -3.41969 -0.33
C -2.54145 0.51837 -0.56482 -0.29
C -1.39523 0.99270 0.08020 0.55
C -1.43548 1.41270 1.40459 -0.67
C -2.63326 1.36720 2.10419 -1.00
C -3.77418 0.88939 1.48078 -0.83
C -3.72726 0.46297 0.15751 0.10
H -1.17436 -1.83518 -3.37773 0.93
H -0.25473 -1.10647 -2.11670 -0.10
H -1.29257 -3.53156 -1.76572 0.71
H -2.78481 -2.70325 -1.38425 0.26
H -1.20141 -4.35293 2.76863 0.33
H -0.24434 -6.57183 3.21828 0.44
H 1.05338 -7.74576 1.47300 0.41
H 1.40407 -6.67696 -0.73065 0.44
H 0.48829 -4.44193 -1.17713 0.11
H -1.27068 -1.52290 3.19636 0.37
H -3.08722 -1.39448 4.85567 0.46
H -5.38699 -2.04667 4.22588 0.40
H -5.86144 -2.85344 1.93852 0.44
H -4.05953 -3.01774 0.28480 0.42
H -5.15288 1.18943 -2.42280 0.49
H -7.36326 0.32858 -3.04665 0.40
H -7.60063 -1.97170 -3.92892 0.40
H -5.59632 -3.39246 -4.20082 0.41
H -3.38870 -2.55239 -3.56533 0.27
H -0.47652 1.13503 -0.49010 0.38
H -0.54125 1.81722 1.86196 0.37
H -2.67500 1.71183 3.12918 0.45
H -4.70916 0.84100 2.02358 0.46
H -4.62858 0.08479 -0.30411 0.50
O 6.60183 2.74513 4.18577 -0.61
N 6.25327 1.61871 3.91302 1.05
O 6.86339 0.60511 4.17718 -0.62
C 4.98738 1.46189 3.17943 -0.90
C 4.27140 2.58836 2.83637 -0.54
C 3.07375 2.45594 2.15275 -0.94
C 2.59333 1.19455 1.78397 1.63
O 1.48431 0.92950 1.14106 1.70
C 3.39437 0.09091 2.14390 -1.19
C 4.56666 0.18159 2.84397 -0.66
N 2.82008 -1.10876 1.60976 0.80
O 1.73250 -1.65760 2.24279 -0.48
O 3.69527 -2.04078 1.07787 -0.43
N 2.34253 3.68047 1.80558 1.10
O 1.16846 3.57019 1.51176 -0.56
O 2.97403 4.71455 1.78266 -0.60
H 4.63682 3.56986 3.10191 0.70
H 5.15941 -0.68307 3.10668 0.73
C 0.27241 3.22881 -2.07018 -0.83
N 1.67008 3.44356 -1.75114 0.60
C 2.62763 2.50243 -1.68472 -0.52
Se 2.49800 0.66099 -1.87593 -0.18
N 3.79259 3.14042 -1.43376 0.26
C 3.59319 4.51220 -1.34095 0.51
C 4.45211 5.57106 -1.09376 -0.97
C 3.88223 6.83049 -1.04507 -0.48
C 2.50958 7.02349 -1.23692 -0.78
C 1.65640 5.96370 -1.48711 -0.68
C 2.23025 4.70276 -1.53237 0.75
H 0.11377 2.16540 -2.22084 -0.08
H 0.02332 3.75348 -2.99245 0.45
H -0.35328 3.59290 -1.25654 0.42
H 4.66401 2.64331 -1.35753 0.27
H 5.51234 5.42313 -0.94032 0.44
H 4.51232 7.68733 -0.85084 0.42
H 2.10699 8.02564 -1.18724 0.40
H 0.59544 6.11294 -1.63134 0.44
C 4.49244 -4.52253 0.01333 -1.56
C 4.12529 -3.34355 -0.89680 2.29
C 3.45908 -3.83885 -2.17743 -1.40
C 5.37914 -2.52329 -1.24745 -1.69
C 3.18263 -2.41679 -0.17686 -0.42
N 2.08439 -1.92575 -0.55337 0.20
H 5.13509 -5.20746 -0.54068 0.46
H 3.60157 -5.06836 0.32882 0.28
H 5.03048 -4.19425 0.90164 0.29
H 4.16483 -4.46254 -2.72664 0.46
H 3.16135 -3.00717 -2.81604 0.25
H 2.57726 -4.43810 -1.95554 0.12
H 6.07001 -3.15821 -1.80302 0.46
H 5.88755 -2.16890 -0.35085 0.32
H 5.12178 -1.66406 -1.86895 0.30
```



# 2
Below is C45H43AsBaN7OPS4 as an isolated structure, with properties calculated with ωB97M-V/def2-TZVPD.

## Properties
- HOMO level: -6.31 eV
- HOMO-LUMO gap: 6.579 eV
- E_LUMO: 0.0098 Ha
- E_tot: -6394.619791 Eh
- Relative energy (zero: lowest compared OMol25 entry of this formula, charge and spin): 135.9 kJ/mol

```
103
Properties=species:S:1:pos:R:3:mulliken_charge:R:1
Ba 0.42158 -0.50947 -0.21752 1.00
C 5.90563 -2.63990 1.40956 -0.88
N 4.83359 -2.28146 0.51229 0.17
C 4.80684 -2.49715 -0.83293 -0.95
C 3.59514 -2.03536 -1.26809 -0.91
N 2.89091 -1.53898 -0.22195 1.35
C 3.64761 -1.69943 0.84710 -0.79
P 3.25558 -1.30906 2.57411 -0.75
C 2.82343 0.44231 2.35455 0.01
N 2.49451 1.02291 1.21801 0.29
C 2.30253 2.33503 1.50495 -0.38
C 2.52842 2.55570 2.83413 -1.05
N 2.87337 1.35030 3.36613 0.41
C 3.13109 1.09488 4.75717 -0.86
C 1.61236 -2.09140 2.62657 0.38
N 0.90795 -2.48628 1.58138 -0.14
C -0.17083 -3.14734 2.07498 -0.97
C -0.11814 -3.15524 3.43929 -0.54
N 1.02603 -2.50124 3.78160 0.38
C 1.42286 -2.18798 5.12749 -0.78
H 6.70259 -3.11363 0.83991 0.32
H 6.30373 -1.75620 1.91051 0.32
H 5.54786 -3.33814 2.16739 0.33
H 5.62874 -2.95637 -1.35034 0.43
H 3.18479 -2.04016 -2.26003 0.69
H 2.00238 3.02933 0.74128 0.58
H 2.46683 3.44087 3.43852 0.48
H 3.77768 1.87162 5.16536 0.39
H 2.19527 1.07297 5.31894 0.20
H 3.63142 0.13276 4.85883 0.33
H -0.90414 -3.58332 1.42209 0.76
H -0.78061 -3.56512 4.17796 0.48
H 1.18444 -3.02557 5.78164 0.40
H 2.49676 -2.00880 5.15843 0.30
H 0.89550 -1.29611 5.47222 0.15
S 0.58783 -1.64142 -3.08735 -0.23
C -0.72596 -2.43854 -2.43915 0.05
N -1.26821 -2.17633 -1.27757 0.50
C -2.33476 -2.99487 -1.00557 -1.23
C -3.13126 -2.95242 0.13922 0.41
C -4.16749 -3.85895 0.27074 -0.88
C -4.42986 -4.80547 -0.71670 -0.71
C -3.66413 -4.85109 -1.87011 -0.41
C -2.62901 -3.94359 -2.00500 0.51
S -1.51526 -3.75514 -3.32931 -0.38
H -2.93806 -2.20102 0.89755 0.65
H -4.78661 -3.82813 1.15653 0.45
H -5.24020 -5.50944 -0.58862 0.40
H -3.85722 -5.57238 -2.65175 0.41
S -0.28110 0.43908 2.76956 0.91
C -1.94492 0.79546 3.10357 -0.19
C -2.37534 0.86184 4.43653 -0.93
C -3.68013 1.17468 4.75632 -0.61
C -4.60072 1.42025 3.74734 -0.99
C -4.19717 1.33837 2.42426 -0.67
C -2.88165 1.04740 2.07981 -0.07
As -2.27402 0.92758 0.21720 1.30
C -4.03627 1.06098 -0.65490 -0.25
C -4.58123 -0.07252 -1.24883 -0.60
C -5.84014 -0.03803 -1.83025 -0.63
C -6.56966 1.13860 -1.83896 -0.59
C -6.03260 2.27993 -1.26133 -0.74
C -4.78056 2.23994 -0.67160 -0.17
C -1.73308 2.78159 -0.04008 1.07
C -1.09321 3.50425 0.96065 -0.84
C -0.70694 4.81913 0.74496 -0.65
C -0.99005 5.44043 -0.46120 -0.45
C -1.61910 4.72437 -1.46984 -1.18
C -1.96118 3.39722 -1.26889 -0.33
H -1.65233 0.66296 5.21683 0.40
H -3.98741 1.21666 5.79443 0.38
H -5.62593 1.66837 3.98854 0.39
H -4.93578 1.49913 1.64901 0.39
H -4.01714 -0.99728 -1.25304 0.32
H -6.24586 -0.93374 -2.28061 0.46
H -7.54852 1.17273 -2.29805 0.37
H -6.59204 3.20603 -1.26671 0.40
H -4.37672 3.13295 -0.20658 0.56
H -0.89603 3.03454 1.91818 0.22
H -0.20105 5.36939 1.52798 0.45
H -0.72383 6.47723 -0.62196 0.37
H -1.84833 5.20270 -2.41448 0.43
H -2.43443 2.83937 -2.07223 0.54
C 5.33359 -0.87760 -5.82672 -1.52
C 4.16737 -0.21967 -5.14840 1.08
C 4.27120 0.21572 -3.83200 -0.97
C 3.18085 0.75863 -3.17386 -0.43
C 1.97792 0.87549 -3.84295 0.10
C 1.85917 0.47810 -5.16521 -0.48
C 2.95337 -0.06721 -5.81117 -0.74
S 0.52722 1.53339 -3.00350 0.51
C 1.11474 3.25841 -3.15912 -0.77
O 0.67273 1.27615 -1.54423 0.05
H 6.26939 -0.58872 -5.35213 0.37
H 5.37567 -0.61246 -6.88175 0.40
H 5.24044 -1.96276 -5.75460 0.28
H 5.21275 0.10536 -3.31075 0.35
H 3.25539 1.05677 -2.13557 0.32
H 0.90940 0.56496 -5.67540 0.46
H 2.85680 -0.40817 -6.83297 0.38
H 2.11021 3.31067 -2.72651 0.33
H 0.42206 3.87351 -2.59473 0.05
H 1.13076 3.54166 -4.20848 0.43
```



# 3
Below is C45H43Co2O9P as an isolated structure, with properties calculated with ωB97M-V/def2-TZVPD.

## Properties
- HOMO level: 0.29 eV
- HOMO-LUMO gap: 3.741 eV
- E_LUMO: 0.1481 Ha
- E_tot: -5524.488989 Eh
- Net charge: -2

```
100
Properties=species:S:1:pos:R:3:mulliken_charge:R:1
C -2.90584 4.57038 -1.55544 -1.41
C -1.81884 3.94073 -0.72737 0.41
O -1.06841 3.10090 -1.63571 -0.28
C 0.04494 2.57901 -1.09701 0.31
C 0.79043 1.64622 -1.98449 1.16
C 2.26641 1.96295 -2.04241 0.36
C 2.51294 3.30209 -2.76784 -0.68
C 3.92744 3.84211 -2.61103 -0.93
C 4.31098 3.92207 -1.13144 -0.67
C 4.21668 2.55418 -0.45708 -0.99
C 2.84515 1.90541 -0.62916 -0.22
C 0.12631 1.42848 -3.27817 -0.86
O 0.69883 1.61134 -4.35748 -0.78
O -1.15628 1.01958 -3.21987 0.12
C -1.74350 0.79598 -4.52770 -0.31
C -3.22061 0.96286 -4.38623 -1.23
O 0.37518 2.90671 0.05111 -0.90
H -3.50127 5.26275 -0.95275 0.43
H -2.48406 5.14566 -2.38677 0.33
H -3.57235 3.80937 -1.97550 0.23
H -1.15489 4.70778 -0.30699 0.25
H -2.23060 3.31918 0.08360 -0.21
H 2.72791 1.15754 -2.63115 0.81
H 2.24916 3.14343 -3.82111 0.32
H 1.81176 4.04904 -2.36714 0.16
H 4.62360 3.18620 -3.14888 0.36
H 3.97489 4.83488 -3.07451 0.43
H 5.32287 4.32763 -1.01632 0.38
H 3.61807 4.60798 -0.62409 0.27
H 4.97543 1.87919 -0.87099 0.39
H 4.42178 2.64776 0.61497 0.36
H 2.12120 2.42209 0.02253 0.13
H 2.84735 0.85151 -0.30450 -0.09
H -1.33765 1.53919 -5.21943 0.53
H -1.46622 -0.20969 -4.87193 0.11
H -3.71013 0.71460 -5.32980 0.40
H -3.61685 0.32225 -3.59714 0.17
H -3.46066 2.00388 -4.15124 0.21
O -0.93740 -5.79211 -1.61803 -0.46
C -0.77579 -4.73048 -1.18084 0.16
Co -0.59503 -3.14267 -0.45265 0.09
C -1.58691 -2.18769 -1.55373 0.04
O -2.19401 -1.56058 -2.31450 -0.47
C -1.72150 -3.51067 0.87600 0.67
O -2.57326 -3.92030 1.53874 -0.50
C 1.11481 -3.08555 0.07398 -1.65
C 0.82678 -2.17942 -0.96521 0.44
C 1.32785 -1.33098 -1.91847 1.10
C 1.64451 -1.99467 -3.15218 0.48
C 1.92758 -3.38794 -3.22008 -0.67
C 1.72442 -4.07171 -4.41488 -0.45
C 1.34021 -3.37852 -5.57434 -0.65
C 1.23787 -1.98410 -5.54735 -0.64
C 1.50889 -1.30201 -4.37720 -0.20
Co 0.60860 -1.84612 1.36257 0.17
C 0.02147 -0.37619 0.59874 0.04
O -0.58118 0.42564 0.01164 0.49
C 2.08768 -2.10630 2.21764 -0.17
O 3.08959 -2.28501 2.79677 -0.54
P -0.67877 -1.38606 3.01088 1.64
C -2.15297 -0.37187 2.65698 0.36
C -2.57871 0.60832 3.56427 -0.28
C -3.45564 1.60786 3.13762 -0.76
C -3.92502 1.62209 1.81787 -0.56
C -3.56659 0.59479 0.94179 -0.28
C -2.74390 -0.43289 1.39103 -0.62
C -1.20942 -2.76516 4.07319 0.24
C -2.52461 -2.81367 4.55366 -0.31
C -2.95846 -3.91770 5.28528 -0.68
C -2.07587 -4.96743 5.55890 -0.55
C -0.77953 -4.94736 5.03529 -0.74
C -0.32683 -3.82979 4.32710 -0.19
C 0.29473 -0.23517 4.05527 0.22
C 0.80262 -0.63782 5.29850 -0.53
C 1.65833 0.21263 6.00395 -0.69
C 2.00134 1.46233 5.47721 -0.49
C 1.48355 1.86896 4.24326 -0.75
C 0.62815 1.02404 3.53202 0.04
H 1.89520 -3.83117 0.15220 0.65
H 1.35240 -0.24521 -1.79312 -0.56
H 2.26649 -3.92026 -2.32590 0.34
H 1.84571 -5.15713 -4.45644 0.35
H 1.15385 -3.91086 -6.50911 0.30
H 0.94212 -1.41271 -6.42646 0.38
H 1.55318 -0.22116 -4.36025 0.38
H -2.18551 0.61791 4.58187 0.49
H -3.75326 2.39320 3.83303 0.35
H -4.57303 2.42962 1.46698 0.36
H -3.91319 0.58404 -0.09401 0.30
H -2.56248 -1.29018 0.74038 -0.17
H -3.20493 -1.98907 4.34536 0.26
H -3.99401 -3.94943 5.62193 0.37
H -2.40460 -5.80873 6.16819 0.35
H -0.11434 -5.80156 5.16579 0.38
H 0.70100 -3.78997 3.95408 0.40
H 0.53268 -1.61450 5.70133 0.30
H 2.05913 -0.10702 6.96681 0.36
H 2.67393 2.12227 6.02766 0.35
H 1.74015 2.84012 3.81759 0.46
H 0.24083 1.33990 2.55786 0.20
```